1.
13
Properties=species:S:1:pos:R:3:lowdin_charge:R:1 method="wB97M-V/def2-TZVPD" smiles="C1=NOC[C@H]2N[C@@H]12" relative_energy_kcal_mol=107.8 lumo_ev=0.797 homo_energy_ev=-9.745
C 0.12 1.29 0.60 -0.2095
C 0.72 -1.34 0.51 -0.0827
C -0.31 -0.89 -0.43 -0.3012
C -0.75 0.47 -0.31 -0.2118
H -0.43 2.29 0.70 0.1515
H 0.94 1.58 0.05 0.0952
H 1.19 -2.26 0.42 0.0974
H -0.87 -1.78 -0.80 0.1561
H -0.52 -0.14 -2.22 0.0746
H -1.77 0.74 -0.32 0.1334
N 1.16 -0.59 1.47 0.0991
N 0.14 0.03 -1.49 0.1063
O 0.38 0.60 1.81 -0.1084

2.
18
Properties=species:S:1:pos:R:3:lowdin_charge:R:1 method="wB97M-V/def2-TZVPD" relative_energy_kcal_mol=111.6 lumo_ev=-1.961 homo_energy_ev=-9.318
C 1.55 -1.54 -0.06 0.0290
C 0.17 -0.82 0.05 -0.2292
C -0.95 -1.39 0.02 0.0076
C -2.30 -0.74 0.03 -0.2480
C -2.17 0.75 -0.12 -0.3158
C -0.97 1.42 -0.01 0.0112
C 0.26 0.63 -0.04 -0.1689
C 1.55 1.46 0.02 -0.0845
H 1.29 -2.06 -0.75 -0.0224
H 2.49 -0.98 -0.14 0.1024
H 1.67 -2.09 0.75 0.0503
H -0.82 -2.58 -0.01 0.1859
H -0.84 2.79 0.05 0.2287
H 1.98 1.10 -0.89 0.0602
H 1.53 2.67 0.02 0.1173
H 2.14 1.41 1.04 0.1219
O -3.32 -1.46 0.03 0.1107
O -3.28 1.43 0.01 0.0437

3.
6
Properties=species:S:1:pos:R:3:lowdin_charge:R:1 method="wB97M-V/def2-TZVPD" multiplicity=3 relative_energy_kcal_mol=41.2 lumo_ev="0.931 / -4.110" homo_energy_ev="-5.344 / -11.194"
O 0.98 0.78 -0.21 -0.1319
F 0.07 -0.73 1.29 -0.2132
F -0.08 -1.23 -0.96 -0.2365
P -0.38 0.12 0.01 0.1457
S -2.14 0.95 -0.13 0.4237
H 1.54 0.10 0.00 0.0123

4.
19
Properties=species:S:1:pos:R:3:lowdin_charge:R:1 method="wB97M-V/def2-TZVPD" relative_energy_kcal_mol=197.5 lumo_ev=2.579 homo_energy_ev=-5.072 charge=-1
C -2.94 -0.55 -0.27 0.1563
C 0.41 -2.27 -2.73 -0.0746
C 2.69 1.48 -0.33 0.1401
C -1.75 -0.49 -0.07 -0.1233
C 0.21 -1.79 -1.62 -0.0365
C 1.58 1.05 -0.07 -0.2641
C 0.29 -1.31 1.28 -0.0862
C -0.31 -0.46 0.18 -0.3940
N 0.28 0.77 -0.08 -0.1791
O -1.81 2.39 -0.08 -0.3738
O 0.42 3.25 0.39 -0.4021
S -0.58 1.60 2.44 0.3052
S -0.57 2.21 0.62 0.2042
H -3.96 -0.45 -0.48 0.0241
H 0.96 -2.75 -3.37 -0.1012
H 3.69 1.73 -0.20 0.0026
H 0.04 -0.73 2.18 0.0031
H 1.45 -1.36 1.05 0.1231
H -0.10 -2.32 1.16 0.0762

5.
59
Properties=species:S:1:pos:R:3:lowdin_charge:R:1 method="wB97M-V/def2-TZVPD" relative_energy_kcal_mol=27.3 lumo_ev=-8.596 homo_energy_ev=-14.063 charge=+2
W 0.02 0.14 0.91 1.6379
O -2.79 -5.28 1.71 0.2409
C -2.01 -4.39 1.70 -0.1960
C -1.16 -3.91 0.49 -0.2603
O -0.95 -4.48 -0.55 0.1703
C -0.69 -2.60 0.92 -0.2336
C -0.99 -2.28 2.24 -0.2732
O -0.67 -1.08 2.64 -0.1745
C -1.68 -3.44 2.89 -0.2120
O -1.88 -3.65 4.05 0.2257
O -0.09 -1.57 0.26 -0.2660
N 2.57 -2.53 1.60 0.1524
C 2.68 -1.43 2.36 -0.6346
N 1.88 -0.38 2.26 -0.0360
C 2.30 0.64 3.10 -0.3143
C 3.39 0.35 3.86 -0.2955
S 3.96 -1.24 3.51 1.1588
C 1.50 1.85 3.10 -0.3093
C 1.74 3.03 3.73 -0.2945
S 0.43 4.12 3.53 1.1648
C -0.41 2.93 2.59 -0.6553
N 0.28 1.79 2.40 -0.0817
N -1.63 3.14 2.10 0.1262
H 1.76 -2.65 0.99 0.0907
H 3.11 -3.35 1.82 0.1251
H 3.87 0.95 4.60 0.0922
H 2.60 3.32 4.28 0.0948
H -2.08 4.03 2.27 0.1318
H -2.20 2.36 1.77 0.0310
S -2.42 0.13 1.03 0.8492
C -2.97 0.88 -0.49 -0.5866
C -4.26 0.64 -0.94 -0.0204
C -4.69 1.18 -2.15 -0.1530
C -5.98 0.87 -2.64 -0.1561
N -7.02 0.58 -3.02 0.2303
C -3.82 2.02 -2.88 -0.1526
C -2.54 2.28 -2.40 -0.0274
C -2.11 1.70 -1.22 -0.5983
S -0.44 1.98 -0.65 0.7817
C -4.22 2.57 -4.13 -0.1570
N -4.52 3.00 -5.14 0.2284
H -4.92 0.00 -0.37 0.1338
H -1.88 2.94 -2.94 0.1301
C 4.44 0.75 -1.34 0.0256
N 3.27 0.13 -1.93 -0.0252
C 3.34 -0.47 -3.15 0.0124
C 2.24 -1.02 -3.73 0.0455
C 1.01 -0.96 -3.02 -0.3233
N 0.99 -0.43 -1.78 0.1156
C 2.09 0.11 -1.26 -0.4952
O 2.01 0.61 -0.09 -0.1667
N -0.12 -1.42 -3.53 0.2239
H 5.02 1.24 -2.12 0.1109
H 5.07 0.00 -0.85 0.1131
H 4.11 1.48 -0.60 0.1015
H 4.31 -0.47 -3.64 0.1538
H 2.29 -1.49 -4.69 0.1289
H -0.15 -1.82 -4.46 0.1407
H -0.98 -1.38 -3.01 0.1303

6.
64
Properties=species:S:1:pos:R:3:lowdin_charge:R:1 method="wB97M-V/def2-TZVPD" lumo_ev=-2.245 homo_energy_ev=-6.182
F 4.35 0.33 2.44 0.1164
C 3.31 -0.52 2.38 -0.6366
F 3.55 -1.44 1.42 0.1091
F 3.18 -1.16 3.56 0.1235
S 1.76 0.47 2.08 0.7172
C 0.58 -0.74 1.76 -0.2332
C -0.75 -0.50 2.18 -0.3117
C -1.59 -1.64 2.37 -0.0540
C -2.95 -1.50 2.54 -0.0576
C -3.53 -0.23 2.60 -0.2872
C -4.95 -0.16 2.67 -0.2210
N -6.12 -0.18 2.68 0.1137
C -2.72 0.91 2.55 -0.0471
C -1.35 0.78 2.39 -0.0522
O 1.44 1.16 3.31 -0.3007
O 2.04 1.25 0.89 -0.3369
H 0.93 -1.76 1.72 0.0718
H -1.09 -2.61 2.38 0.1072
H -3.56 -2.41 2.65 0.1187
H -3.21 1.88 2.67 0.1176
H -0.70 1.66 2.47 0.0967
C 1.78 3.72 -3.34 -0.0270
C 2.49 3.33 -2.04 -0.5245
C 3.85 4.02 -1.98 -0.0522
C 1.67 3.70 -0.79 -0.0250
C 2.71 1.83 -2.05 -0.0783
N 3.96 1.30 -2.09 0.1990
C 3.91 -0.10 -2.07 -0.1726
C 2.56 -0.47 -2.00 -0.1094
C 2.22 -1.81 -1.95 -0.0024
C 3.25 -2.76 -2.03 -0.0586
C 4.60 -2.38 -2.08 -0.0721
C 4.95 -1.02 -2.09 -0.0043
C 1.75 0.76 -1.97 -0.0814
C 0.37 0.83 -1.83 0.1172
C -0.60 -0.16 -2.23 -0.2024
C -0.45 -0.96 -3.39 -0.0267
C -1.39 -1.94 -3.71 -0.0304
C -2.49 -2.18 -2.87 -0.2557
C -3.40 -3.34 -3.14 -0.0438
C -2.70 -1.33 -1.78 -0.0126
C -1.82 -0.29 -1.51 0.0165
H 0.82 3.20 -3.48 0.0864
H 1.60 4.80 -3.36 0.0963
H 2.42 3.47 -4.20 0.0944
H 4.40 3.74 -1.07 0.1008
H 4.45 3.80 -2.87 0.0888
H 3.70 5.11 -1.94 0.0966
H 2.06 3.15 0.07 0.0706
H 1.72 4.78 -0.59 0.1014
H 0.61 3.42 -0.91 0.0769
H 4.83 1.82 -2.17 0.1660
H 1.18 -2.09 -1.90 0.1093
H 2.99 -3.82 -2.05 0.1075
H 5.37 -3.15 -2.08 0.1080
H 5.99 -0.70 -2.08 0.1153
H -0.05 1.78 -1.47 0.1201
H 0.41 -0.80 -4.04 0.1257
H -1.28 -2.53 -4.62 0.1217
H -4.26 -3.32 -2.46 0.0822
H -3.76 -3.35 -4.17 0.0872
H -2.86 -4.28 -2.98 0.0915
H -3.59 -1.45 -1.17 0.1224
H -2.02 0.41 -0.69 0.1235

What did we get for total energy? Answer: -340.62309; -459.90498; -1015.02205; -1309.77759; -3527.20560; -2078.96647 Ha, in the order shown.